Below is C37H50Cl2HfNPS as an isolated structure at a distorted geometry, with properties calculated with ωB97M-V with the def2-TZVPD basis set.

Last column: Mulliken charge in e.
Cartesian coordinates (Å):
Hf1 -0.07 -0.27 1.59  0.268
Cl1 1.86 0.60 0.54  -0.579
Cl2 -2.08 0.88 1.16  -0.577
S1 -0.62 -0.16 4.32  0.291
P1 -0.30 0.89 -2.04  0.246
N1 0.83 -0.20 3.37  -0.124
C1 -3.40 -1.67 -3.14  -0.857
C2 0.08 5.43 -0.82  -0.646
C3 -1.34 3.35 -1.30  -0.419
C4 -1.97 -1.22 -2.82  -0.318
C5 -0.23 -3.72 6.18  -0.575
C6 1.16 3.25 -1.62  -0.499
C7 -0.10 -1.42 5.45  0.816
C8 -1.28 4.89 -1.27  -1.005
C9 0.37 -5.79 0.39  -0.489
C10 1.24 4.79 -1.60  -0.986
C11 -2.43 1.08 -3.89  -0.595
C12 2.65 -1.75 -3.39  -0.710
C13 -0.38 -4.64 0.46  -0.696
C14 2.74 -1.35 -4.87  -0.758
C15 -4.02 -0.88 -4.30  -0.730
C16 1.10 0.18 -3.01  0.163
C17 2.35 0.11 -5.15  -0.796
C18 1.01 0.50 -4.50  -0.787
C19 -0.57 -2.15 0.74  -0.491
C20 2.41 -4.49 0.58  -0.801
C21 0.23 -3.34 0.62  1.084
C22 -0.81 -2.63 5.52  -0.478
C23 1.33 -1.32 -2.74  -0.057
C24 1.05 -3.62 6.74  -0.402
C25 1.67 -3.31 0.66  -0.040
C26 -0.20 2.74 -2.12  0.313
C27 -3.88 0.64 -4.17  -0.913
C28 1.16 -1.29 6.05  -0.386
C29 -0.58 1.53 6.54  -0.487
C30 0.69 3.60 5.16  -0.621
C31 -0.20 2.70 7.22  -0.578
C32 0.45 3.73 6.53  -0.376
C33 -0.29 1.39 5.18  0.608
C34 1.75 -2.40 6.66  -0.819
C35 1.77 -5.73 0.46  -0.410
C36 -1.92 0.31 -2.67  0.343
C37 0.31 2.45 4.48  -0.368
H1 2.77 -2.83 -3.30  0.398
H2 3.76 -1.52 -5.24  0.392
H3 -2.57 0.57 -1.80  0.495
H4 1.72 -0.36 5.99  0.420
H5 -1.76 -2.70 5.01  0.419
H6 0.22 5.27 0.25  0.272
H7 -1.48 -4.66 0.39  0.314
H8 -1.28 2.95 -0.27  -0.071
H9 -4.53 1.00 -3.36  0.360
H10 0.51 2.36 3.42  0.407
H11 1.21 4.41 4.63  0.404
H12 -5.08 -1.15 -4.40  0.382
H13 -4.02 -1.55 -2.24  0.389
H14 1.32 2.86 -0.61  -0.045
H15 -0.40 2.79 8.29  0.382
H16 1.73 -0.12 3.88  0.222
H17 -3.54 -1.20 -5.24  0.323
H18 1.36 -1.53 -1.66  -0.678
H19 2.36 -6.65 0.41  0.363
H20 3.48 -1.28 -2.84  0.386
H21 -2.07 5.26 -0.60  0.377
H22 3.14 0.78 -4.76  0.343
H23 0.51 -1.92 -3.16  0.295
H24 2.77 -2.32 7.04  0.376
H25 0.79 1.57 -4.64  0.248
H26 -1.31 -1.53 -3.64  0.220
H27 1.51 -4.49 7.22  0.364
H28 1.96 0.73 -2.59  0.534
H29 -0.34 2.92 -3.20  0.621
H30 2.20 5.08 -1.15  0.403
H31 2.08 -2.01 -5.46  0.308
H32 3.50 -4.44 0.61  0.359
H33 -4.21 1.11 -5.11  0.384
H34 1.23 5.17 -2.63  0.398
H35 -0.14 -6.75 0.29  0.366
H36 0.11 6.52 -0.98  0.370
H37 -0.76 -4.68 6.22  0.388
H38 0.18 -0.06 -4.96  0.245
H39 1.97 2.86 -2.25  0.230
H40 -2.32 3.04 -1.70  0.334
H41 -1.50 5.28 -2.27  0.367
H42 -3.38 -2.73 -3.40  0.395
H43 2.28 0.27 -6.23  0.392
H44 -1.60 -2.36 0.38  0.204
H45 -1.79 0.89 -4.76  0.163
H46 -2.39 2.16 -3.70  0.307
H47 2.17 -2.33 0.73  0.258
H48 0.76 4.63 7.08  0.350
H49 -1.62 -1.72 -1.90  -0.351
H50 -1.07 0.71 7.06  0.455

The value obtained for the total energy is -3202.586549 Eh. The calculation puts the gap between HOMO and LUMO at 0.1624 hartree.


Below is one molecule with the formula C20H18N4O4S at a distorted geometry, with properties calculated with ωB97M-V with the def2-TZVPD basis set.

Last column: natural (NBO) charge in e.
Cartesian coordinates (Å):
S1 -1.04 -2.83 -0.67  0.645
O1 0.17 -3.80 2.29  -0.487
O2 2.31 -3.35 1.56  -0.490
O3 -2.45 1.13 1.13  -0.578
O4 0.08 3.84 2.28  -0.616
N1 0.97 2.13 1.09  -0.627
N2 0.23 -1.79 -0.91  -0.345
N3 -1.16 2.01 -0.53  -0.457
N4 -0.06 -0.59 -0.70  -0.189
C1 -1.34 -0.37 -0.31  -0.024
C2 -1.75 0.98 0.15  0.669
C3 0.10 -0.15 2.81  -0.214
C4 -2.06 -1.54 -0.22  -0.400
C5 1.00 2.33 -3.51  -0.210
C6 0.54 2.47 -2.22  -0.186
C7 0.42 -2.45 2.40  0.204
C8 -1.39 1.17 -2.78  -0.216
C9 2.20 -0.90 1.88  -0.274
C10 0.81 1.43 -5.85  -0.626
C11 -0.40 -1.45 2.85  -0.246
C12 1.78 1.56 2.16  -0.243
C13 0.07 3.11 1.31  0.669
C14 -0.66 1.88 -1.84  0.137
C15 1.36 -4.37 1.79  0.237
C16 -0.99 3.25 0.21  -0.315
C17 1.71 -2.18 1.94  0.305
C18 1.37 0.13 2.33  -0.036
C19 -0.91 1.02 -4.07  -0.199
C20 0.29 1.60 -4.46  -0.020
H1 -0.54 0.66 3.14  0.232
H2 0.00 1.30 -6.56  0.217
H3 -1.40 -1.66 3.21  0.232
H4 1.41 2.29 -6.15  0.217
H5 1.12 3.04 -1.51  0.215
H6 -0.73 4.06 -0.48  0.237
H7 -3.08 -1.68 0.07  0.262
H8 1.14 -4.89 0.84  0.155
H9 1.76 -5.09 2.51  0.159
H10 -1.49 0.46 -4.79  0.212
H11 0.87 1.52 0.29  0.415
H12 3.19 -0.70 1.50  0.225
H13 -1.93 3.50 0.71  0.258
H14 1.45 0.54 -5.90  0.223
H15 1.59 2.16 3.05  0.243
H16 -2.34 0.73 -2.51  0.216
H17 2.84 1.63 1.89  0.199
H18 1.93 2.80 -3.80  0.212

The calculation puts the energy relative to the best compared isomer or geometry (same formula, charge and spin) at 218.59 kJ/mol. The value obtained for the total energy is -1691.105314 Eh. The calculation puts the gap between HOMO and LUMO at 0.2943 hartree.


Below is a 2-piece molecular cluster, C8H19N3O5P overall at a distorted geometry, with properties calculated with ωB97M-V with the def2-TZVPD basis set.

Last column: natural (NBO) charge in e.
Cartesian coordinates (Å):
P1 3.02 -1.23 -1.91  2.134
O1 2.75 -1.89 -3.53  -0.904
O2 3.62 0.41 -2.00  -0.988
O3 -1.54 0.42 2.29  -0.504
O4 -3.76 0.80 2.24  -0.471
O5 -2.89 -0.92 1.01  -0.603
N1 4.27 -2.12 -1.31  -1.251
N2 -0.64 0.05 -2.33  -0.542
N3 1.61 -1.46 -0.84  -0.720
C1 0.39 0.76 -1.48  -0.287
C2 1.06 -0.16 -0.29  -0.276
C3 -0.83 1.95 4.02  -0.629
C4 -3.21 1.60 3.28  -0.100
C5 0.48 -2.21 -1.50  -0.278
C6 -0.32 -1.39 -2.66  -0.294
C7 -1.77 1.70 2.87  0.062
C8 -2.74 0.02 1.78  0.969
H1 -3.71 2.57 3.32  0.218
H2 -1.02 1.26 4.86  0.228
H3 -0.18 1.64 -0.92  0.246
H4 3.97 0.74 -1.12  0.532
H5 0.21 1.78 3.71  0.228
H6 0.18 -1.47 -3.74  0.259
H7 2.57 -1.07 -4.09  0.483
H8 3.99 -2.59 -0.42  0.384
H9 -1.62 2.45 2.09  0.174
H10 -1.38 -1.93 -2.79  0.265
H11 1.90 0.43 0.32  0.260
H12 -3.37 1.08 4.23  0.198
H13 1.17 1.29 -2.19  0.259
H14 -0.66 0.58 -3.26  0.450
H15 0.96 -3.18 -2.00  0.281
H16 -0.22 -2.63 -0.64  0.260
H17 0.23 -0.43 0.51  0.262
H18 -0.92 2.98 4.39  0.235
H19 -1.59 0.21 -1.91  0.459

The calculation puts the energy relative to the best compared isomer or geometry (same formula, charge and spin) at 427.72 kJ/mol. The value obtained for the total energy is -1197.746886 Eh. The calculation puts the gap between HOMO and LUMO at 0.2847 hartree. As for the charge: +1.


Below is an isolated ion of composition C2H4ClN2 and charge +1 at a distorted geometry, with properties calculated with ωB97M-V with the def2-TZVPD basis set.

Last column: natural (NBO) charge in e.
Cartesian coordinates (Å):
Cl1 -1.96 0.72 -1.20  -0.062
N1 -0.45 -1.53 -0.63  -0.711
N2 0.22 0.32 0.65  -0.447
C1 0.98 1.28 0.95  0.172
C2 -0.45 -0.32 -0.20  0.664
H1 0.30 -2.09 -0.40  0.433
H2 1.19 1.52 2.09  0.255
H3 -1.14 -1.78 -1.39  0.478
H4 1.31 1.88 0.14  0.217

The calculation puts the energy relative to the best compared isomer or geometry (same formula, charge and spin) at 85.96 kJ/mol. The value obtained for the total energy is -647.971210 Eh. The calculation puts the gap between HOMO and LUMO at 0.3466 hartree. As for the charge: +1.